1.
The following is a quantum chemistry calculation of a structure of composition C18H24ClIN7O3RhS, from the OMol25 dataset.

- calculated total energy (eV) = -70084.6359
- net charge = +2
- Kohn-Sham gap (eV) = 6.1
- 2S+1 = 1

CARTESIAN COORDINATES (ANGSTROEM)
1 Rh 0.73854 -0.82780 -1.08158
2 Cl 4.26753 -0.29710 4.66810
3 C 3.81157 -0.37550 3.00748
4 C 4.74429 -0.17875 2.02630
5 C 4.41114 -0.25264 0.65907
6 I 5.87656 0.03437 -0.77676
7 C 3.11393 -0.50982 0.26615
8 O 2.70273 -0.62219 -0.98468
9 C 2.15499 -0.69117 1.29175
10 N 0.87627 -0.94052 0.86977
11 C -0.08171 -1.20523 1.73218
12 C 0.16448 -1.20114 3.10952
13 C 1.42280 -0.91586 3.57305
14 C 2.46689 -0.65407 2.66491
15 H 5.76740 0.03017 2.30838
16 H -1.05788 -1.44462 1.33281
17 H -0.64340 -1.43416 3.78752
18 H 1.63194 -0.90703 4.63448
19 N -1.36249 -0.66736 -1.37227
20 C -1.86062 0.58647 -0.73216
21 C -3.00258 1.24931 -1.53263
22 C -4.40744 1.26106 -0.91323
23 C -4.73062 2.33790 0.13088
24 N -4.34839 2.05511 1.52966
25 C -3.62353 2.87543 2.30565
26 N -2.67919 3.63579 1.79091
27 N -3.86116 2.88331 3.62512
28 C -0.67397 1.56361 -0.55488
29 O -0.89122 2.62401 0.00683
30 O 0.46928 1.19953 -1.01518
31 H -1.41072 -0.53065 -2.38119
32 H -1.94539 -1.47647 -1.17903
33 H -2.20202 0.33482 0.27435
34 H -3.05993 0.74931 -2.50324
35 H -2.72163 2.28230 -1.74588
36 H -4.67435 0.27427 -0.52331
37 H -5.10264 1.46343 -1.73050
38 H -5.81049 2.49124 0.13668
39 H -4.27777 3.28926 -0.14677
40 H -4.99166 1.46172 2.03179
41 H -2.16798 3.34889 0.94296
42 H -2.20256 4.29528 2.38557
43 H -4.75391 2.58938 3.98539
44 H -3.29549 3.44698 4.23743
45 S 0.73650 -3.14147 -1.50053
46 C 2.10360 -2.94363 -2.55680
47 N 3.34490 -3.27064 -2.27283
48 C 4.27623 -2.78753 -3.30288
49 C 3.32216 -2.50189 -4.47306
50 N 2.02564 -2.41330 -3.77811
51 H 3.62961 -3.47571 -1.32800
52 H 5.01781 -3.54527 -3.53933
53 H 4.77049 -1.88473 -2.94526
54 H 3.29544 -3.31893 -5.19420
55 H 3.55342 -1.57302 -4.98604
56 H 1.14463 -2.37472 -4.26430

Atomic partial charges in e from the Mulliken method, atoms 1 to 5: atom 1 (Rh): 0.3453, atom 2 (Cl): -0.2185, atom 3 (C): 0.4427, atom 4 (C): -0.4624, atom 5 (C): -0.2891

***

2.
The following is a quantum chemistry calculation of a structure of composition C18H24F6N7O5RuS3Se, from the OMol25 dataset.

- calculated total energy (eV) = -156460.9465
- net charge = 0
- Kohn-Sham gap (spin up / spin down) (eV) = 7.4 / 6.4
- 2S+1 = 2

CARTESIAN COORDINATES (ANGSTROEM)
1 Ru 0.39876 0.24351 0.04596
2 C 2.33496 -3.71865 1.74177
3 C 2.27456 -2.24728 1.46568
4 N 1.81462 -1.35435 2.24698
5 N 1.30074 -1.73860 3.45225
6 C 0.80902 -0.69234 4.04896
7 N 0.36544 -0.82539 5.33181
8 S 0.66192 0.95586 3.48599
9 C 2.86469 -1.67198 0.24222
10 C 3.98153 -2.27659 -0.32759
11 C 4.68262 -1.64553 -1.33542
12 C 4.24470 -0.40365 -1.75762
13 C 3.08442 0.10533 -1.20867
14 N 2.37194 -0.51809 -0.25572
15 H 1.75712 -3.93198 2.63641
16 H 3.35990 -4.05323 1.91446
17 H 1.93199 -4.28713 0.90134
18 H 0.80680 -1.53355 5.89406
19 H -0.01165 -0.02001 5.80041
20 H 4.31477 -3.22644 0.06216
21 H 5.56209 -2.10577 -1.76600
22 H 4.75902 0.16141 -2.52102
23 H 2.69166 1.04574 -1.57007
24 F 2.13651 4.68931 0.42157
25 C 1.73061 3.53774 0.95630
26 F 0.96811 3.81404 2.00117
27 F 2.80275 2.85015 1.34524
28 S 0.85681 2.56695 -0.39898
29 O 0.52834 1.09408 1.91654
30 O 1.63021 2.97961 -1.56670
31 N -0.57139 3.32142 -0.37939
32 S -1.86521 2.49162 -0.12766
33 O -1.60399 1.06548 0.13881
34 O -2.91112 2.76797 -1.06322
35 C -2.55093 3.12597 1.46322
36 F -1.73987 2.89033 2.48098
37 F -2.75942 4.43587 1.36076
38 F -3.71691 2.51830 1.69016
39 C -1.97762 -1.29476 1.92071
40 C -0.98619 -2.18736 1.18494
41 C -1.66393 -3.42176 0.60313
42 O -0.26911 -1.55952 0.13560
43 H -2.40798 -1.84992 2.75699
44 H -2.79059 -0.97136 1.26707
45 H -1.49193 -0.40367 2.32032
46 H -0.25913 -2.53431 1.92783
47 H -2.47253 -3.14821 -0.07797
48 H -2.08940 -4.03156 1.40255
49 H -0.94029 -4.02306 0.05184
50 C -2.80032 -1.07198 -2.03841
51 N -2.57037 0.14369 -2.80215
52 C -3.52316 0.89092 -3.44847
53 C -2.87868 1.91308 -4.05301
54 N -1.54336 1.77694 -3.76163
55 C -0.48761 2.68390 -4.19785
56 C -1.36205 0.69131 -2.99012
57 Se 0.29465 -0.01851 -2.46243
58 H -3.87145 -1.18689 -1.89231
59 H -2.29088 -0.99328 -1.08338
60 H -2.39767 -1.92810 -2.57768
61 H -4.56857 0.64841 -3.39812
62 H -3.25372 2.73653 -4.63202
63 H -0.95997 3.55488 -4.64381
64 H 0.14698 2.19034 -4.93121
65 H 0.11873 2.98413 -3.34756

Atomic partial charges in e from the Mulliken method, atoms 1 to 5: atom 1 (Ru): 1.3614, atom 2 (C): -1.8880, atom 3 (C): 0.5600, atom 4 (N): 0.4682, atom 5 (N): -1.1834

***

3.
The following is a quantum chemistry calculation of the molecule C18H24N2O3S, from the OMol25 dataset.

- calculated total energy (eV) = -39013.5846
- net charge = 0
- Kohn-Sham gap (eV) = 8.0
- SMILES = CCCNC(=S)N1CCC(C(=O)c2ccc3c(c2)OCCO3)CC1
- 2S+1 = 1

CARTESIAN COORDINATES (ANGSTROEM)
1 C -2.21958 2.21400 -0.61544
2 C -1.97286 2.72085 0.80171
3 C -0.84128 3.75187 0.87044
4 N 0.45197 3.15466 0.63077
5 C 1.22513 2.66787 1.63283
6 N 2.19550 1.77835 1.30720
7 C 2.24682 1.07493 0.04052
8 C 2.83269 -0.32902 0.21889
9 H 2.59313 -0.92094 -0.66523
10 H 3.91853 -0.28782 0.31163
11 C 2.24207 -0.96130 1.48581
12 C 0.71725 -0.99200 1.36588
13 O -0.00683 -0.41476 2.14229
14 C 0.15325 -1.73386 0.20886
15 C -1.11233 -1.34774 -0.22606
16 C -1.71866 -1.96399 -1.30668
17 C -1.04652 -2.99488 -1.97644
18 C 0.19500 -3.41591 -1.51000
19 C 0.79204 -2.79571 -0.43294
20 H 1.74555 -3.15983 -0.08516
21 H 0.67589 -4.23527 -2.02010
22 O -1.56993 -3.61110 -3.07580
23 C -2.67604 -2.93423 -3.63504
24 C -3.62390 -2.46570 -2.53248
25 H -4.48623 -1.94238 -2.94714
26 O -2.96744 -1.54882 -1.68503
27 H -3.96274 -3.33474 -1.95225
28 H -3.16439 -3.64174 -4.30632
29 H -2.32743 -2.06357 -4.20706
30 H -1.63508 -0.55768 0.28911
31 C 2.68504 -0.15426 2.71648
32 C 3.09605 1.26534 2.31406
33 H 4.11330 1.28430 1.90995
34 H 3.05220 1.93019 3.17730
35 H 1.84533 -0.09156 3.41075
36 H 3.51808 -0.64182 3.22232
37 H 2.58519 -1.99583 1.57426
38 H 2.84434 1.64187 -0.68925
39 H 1.23253 0.95894 -0.35971
40 S 1.05904 3.24666 3.17739
41 H 0.57841 2.77975 -0.29587
42 H -0.80655 4.19906 1.86566
43 H -0.99838 4.54083 0.12910
44 H -1.71917 1.88794 1.46139
45 H -2.88428 3.18399 1.18214
46 H -2.46937 3.04180 -1.27716
47 H -3.04366 1.50461 -0.62970
48 H -1.34167 1.70865 -1.01587

Atomic partial charges in e from the Mulliken method, atoms 1 to 5: atom 1 (C): -1.1516, atom 2 (C): -0.0250, atom 3 (C): -1.1527, atom 4 (N): -0.2104, atom 5 (C): 0.7916

***

4.
The following is a quantum chemistry calculation of a structure of composition C18H24N2PtS5, from the OMol25 dataset.

- calculated total energy (eV) = -79445.6270
- net charge = +2
- Kohn-Sham gap (eV) = 7.3
- 2S+1 = 1

CARTESIAN COORDINATES (ANGSTROEM)
1 Pt -1.93708 -0.76998 0.49762
2 C 0.82147 -1.97870 1.72885
3 C -0.05363 -3.22721 1.69529
4 S -1.56914 -3.08783 0.64376
5 C -2.86844 -3.60796 1.81249
6 C -3.16483 -2.55184 2.86065
7 S -3.69521 -1.08280 1.94079
8 C -3.47732 0.30690 3.08467
9 C -3.45335 1.55019 2.21498
10 S -2.11289 1.52324 0.97879
11 C -0.62205 1.88300 2.01583
12 C 0.50734 0.86005 1.93919
13 S -0.01038 -0.69764 2.70772
14 H 0.98406 -1.60571 0.71711
15 H 1.78754 -2.22248 2.16765
16 H -0.38369 -3.50508 2.69665
17 H 0.49812 -4.06937 1.27915
18 H -2.55938 -4.55266 2.25902
19 H -3.74048 -3.80934 1.18784
20 H -2.28887 -2.29171 3.45497
21 H -3.96965 -2.87626 3.52042
22 H -2.54805 0.16179 3.63537
23 H -4.31495 0.33784 3.78162
24 H -3.35333 2.46190 2.80305
25 H -4.36635 1.64051 1.62344
26 H -0.97246 2.01439 3.03993
27 H -0.27117 2.85052 1.65767
28 H 1.37921 1.25807 2.45638
29 H 0.77845 0.67460 0.89960
30 S 2.54925 0.00810 -4.35997
31 C 1.32119 -0.13107 -3.12656
32 C 0.88151 -1.40391 -2.75169
33 C -0.08465 -1.53679 -1.78511
34 N -0.65614 -0.49004 -1.15269
35 C -0.26504 0.73829 -1.55519
36 C 0.69365 0.95658 -2.51285
37 C 3.31587 1.55090 -3.89595
38 C 2.91252 2.74795 -4.46730
39 C 3.55813 3.91038 -4.06154
40 N 4.53991 3.92662 -3.16651
41 C 4.93532 2.76653 -2.65263
42 C 4.35833 1.54669 -2.98185
43 H 1.29483 -2.29144 -3.21170
44 H -0.43109 -2.52342 -1.51734
45 H -0.77843 1.58439 -1.12265
46 H 0.94456 1.97265 -2.78304
47 H 2.13640 2.77998 -5.22042
48 H 3.27316 4.86761 -4.48191
49 H 5.75673 2.80839 -1.94679
50 H 4.72049 0.62517 -2.54680

Atomic partial charges in e from the Mulliken method, atoms 1 to 5: atom 1 (Pt): 0.5215, atom 2 (C): -0.5132, atom 3 (C): -0.8170, atom 4 (S): -0.2085, atom 5 (C): -0.9163